{
  "formula": "C5H14",
  "method": "wB97M-V/def2-TZVPD",
  "fmax_ev_per_a": 1.52,
  "gap_ev": 12.53,
  "total_energy_ev": -5411.8128,
  "smiles": "CCC.CC",
  "e_homo_ha": -0.41910,
  "molar_mass_g_mol": 74.17,
  "species": ["C", "C", "C", "H", "H", "H", "H", "H", "H", "H", "H", "C", "C", "H", "H", "H", "H", "H", "H"],
  "xyz": [[2.28101, -1.48168, 1.05788], [1.33882, -0.41060, 0.46001], [1.73598, 1.00352, 0.83496], [1.89007, -1.98411, 1.94442], [3.25431, -1.07422, 1.33365], [2.46157, -2.27010, 0.36237], [1.35652, -0.56504, -0.59389], [0.33797, -0.65462, 0.80616], [1.43308, 1.25234, 1.85599], [2.80675, 1.16735, 0.73511], [1.19638, 1.73660, 0.22944], [-1.87174, 0.49524, -0.94281], [-3.31287, 0.32087, -1.42531], [-1.37037, 1.27638, -1.51765], [-1.77651, 0.68305, 0.12425], [-1.28497, -0.40047, -1.15065], [-3.80067, 1.28832, -1.54480], [-3.91350, -0.20901, -0.69028], [-3.32786, -0.21585, -2.36096]],
  "atomic_forces_ev_per_a": [[-0.049, 0.346, 0.577], [0.590, -0.820, 1.133], [-0.697, 0.408, 0.112], [-0.133, 0.273, 0.113], [0.019, 0.106, -0.050], [0.151, -0.581, -0.655], [-0.102, 0.215, -0.951], [-0.238, 0.244, -0.121], [0.265, -0.216, 0.104], [0.041, 0.038, -0.066], [0.179, -0.028, -0.179], [0.213, -0.304, -0.509], [0.164, 0.417, 0.677], [-0.031, 0.175, 0.233], [-0.109, 0.251, -0.002], [-0.086, -0.150, 0.114], [0.013, 0.018, -0.184], [-0.010, -0.291, -0.030], [-0.182, -0.100, -0.317]]
}